[1]
Here is C36H38MgN8S2 as an isolated structure in a non-equilibrium geometry from the Open Molecules 2025 dataset. Energies are from the ωB97M-V functional and the def2-TZVPD basis.

```
85
C36H38MgN8S2 | the Open Molecules 2025 dataset | the ωB97M-V functional and the def2-TZVPD basis
Mg -0.7186 -0.8329 0.3503
N -0.4278 -4.7544 0.4652
C -1.0575 -3.4694 0.8163
N -0.1268 -2.6320 1.5355
C 0.7128 -3.1486 2.3644
N 1.3861 -2.3421 3.2329
N 1.2561 -1.1224 2.8750
C 0.9201 0.0668 3.2092
C -0.4706 0.4679 3.1873
C -1.0446 1.2107 4.2301
C -2.4509 1.3006 4.3498
C -3.2460 0.6838 3.3142
C -2.5867 0.3203 2.1531
N -1.2553 0.2287 2.0724
C 0.7281 -4.5952 2.5639
C 1.2889 -5.2951 3.6643
C 0.9582 -6.5981 3.8877
C 0.1844 -7.3120 3.0111
C -0.1161 -6.7848 1.7625
C 0.0798 -5.4021 1.5989
H -1.0081 -5.2825 -0.1508
H -1.8634 -3.7735 1.5744
H 1.7212 0.8074 3.4663
H -0.3925 1.4837 5.0820
H -2.8738 1.7757 5.2042
H -4.3472 0.5325 3.4619
H -3.1131 0.1210 1.1865
H 1.9592 -4.7492 4.3638
H 1.3195 -7.1497 4.7900
H -0.0952 -8.3527 3.2356
H -0.4723 -7.4417 0.9699
S 1.0114 -0.5282 -1.5090
C 1.1439 1.1967 -1.4205
N 2.3545 1.7908 -1.4467
C 2.4469 3.2466 -1.2947
C 1.3327 3.9792 -2.0271
N 0.0639 3.3118 -1.7017
C -1.1057 4.1524 -1.8954
C -1.4132 5.0019 -0.7009
C -1.5545 4.4574 0.5801
C -1.7872 5.2850 1.7015
C -1.8804 6.6684 1.5228
C -1.8287 7.2059 0.2254
C -1.6013 6.3635 -0.8440
C -0.0551 1.9696 -1.4436
S -1.6100 1.2279 -1.2271
C 3.6233 1.0463 -1.4159
C 4.3611 0.9996 -2.7645
C 5.5351 1.7346 -3.0374
C 6.1391 1.6719 -4.2788
C 5.5933 0.9483 -5.2792
C 4.4424 0.1895 -5.0456
C 3.7998 0.2425 -3.8108
H 3.4116 3.5542 -1.7231
H 2.4476 3.5859 -0.2642
H 1.4199 3.8476 -3.1060
H 1.3152 5.0119 -1.6739
H -1.9292 3.4659 -2.1710
H -0.8551 4.8390 -2.7142
H -1.4579 3.3445 0.7432
H -1.8702 4.7900 2.6319
H -1.8078 7.2817 2.4160
H -2.1011 8.2454 0.0834
H -1.5046 6.7707 -1.8544
H 3.3667 0.0279 -1.0302
H 4.3180 1.5226 -0.6583
H 6.0581 2.3272 -2.2447
H 7.0869 2.1412 -4.4024
H 6.0235 0.9952 -6.2549
H 3.9869 -0.3559 -5.8313
H 2.9461 -0.3744 -3.6047
C -3.8290 -1.7397 -0.7348
C -2.7912 -2.8671 -0.8426
C -3.5941 -4.1103 -0.4059
C -2.3165 -3.0488 -2.2967
N -1.6771 -2.5593 -0.0479
H -4.7558 -1.8784 -1.3655
H -3.4681 -0.7394 -1.0053
H -4.2433 -1.7068 0.2773
H -4.4972 -4.1902 -1.0255
H -3.8484 -3.9602 0.6351
H -3.0073 -5.0346 -0.3393
H -3.1952 -3.0083 -2.9081
H -1.8558 -4.0674 -2.4672
H -1.6350 -2.2327 -2.5296
```

Summary:
Charge: 0
Orbital gap (alpha / beta) (eV): 5.4 / 4.6
Maximum force (Eh/bohr): 0.06757

From a Löwdin analysis of the wavefunction, the atomic charges in e read:
1. Mg 0.382
2. N 0.107
3. C -0.456
4. N 0.104
5. C -0.288
6. N 0.152
7. N 0.061
8. C -0.040
9. C -0.223
10. C -0.013
11. C -0.016
12. C -0.018
13. C -0.130
14. N 0.043
15. C -0.082
16. C -0.036
17. C -0.133
18. C -0.099
19. C -0.012
20. C -0.196
21. H 0.097
22. H 0.155
23. H 0.146
24. H 0.124
25. H 0.097
26. H 0.127
27. H 0.102
28. H 0.120
29. H 0.117
30. H 0.113
31. H 0.114
32. S 0.626
33. C -0.690
34. N -0.117
35. C -0.120
36. C -0.104
37. N -0.131
38. C -0.163
39. C -0.218
40. C -0.025
41. C -0.078
42. C -0.091
43. C -0.085
44. C -0.063
45. C -0.674
46. S 0.619
47. C -0.146
48. C -0.184
49. C -0.053
50. C -0.119
51. C -0.100
52. C -0.062
53. C -0.028
54. H 0.125
55. H 0.124
56. H 0.136
57. H 0.132
58. H 0.080
59. H 0.121
60. H 0.096
61. H 0.078
62. H 0.097
63. H 0.101
64. H 0.114
65. H 0.078
66. H 0.132
67. H 0.119
68. H 0.096
69. H 0.097
70. H 0.091
71. H 0.073
72. C -0.076
73. C -0.683
74. C -0.054
75. C -0.036
76. N -0.082
77. H 0.097
78. H 0.021
79. H 0.070
80. H 0.089
81. H 0.069
82. H 0.066
83. H 0.059
84. H 0.095
85. H 0.064



[2]
Here is C36H38N3O2P2SSn as an isolated structure from the Open Molecules 2025 dataset. Energies are from the ωB97M-V functional and the def2-TZVPD basis.

```
83
C36H38N3O2P2SSn | the Open Molecules 2025 dataset | the ωB97M-V functional and the def2-TZVPD basis
Sn -0.7895 -0.0240 -0.0196
N -0.7100 0.5661 2.1678
C 0.4951 0.2463 2.9158
C 0.4522 0.1473 4.2985
C 1.6282 -0.0438 5.0070
C 2.8497 -0.0970 4.3414
C 2.8829 -0.0052 2.9630
C 1.6984 0.1295 2.2256
P 1.7714 0.1798 0.4270
C 2.7386 -1.2020 -0.2188
C 2.8984 -1.2688 -1.6074
C 3.6438 -2.2878 -2.1755
C 4.2321 -3.2526 -1.3656
C 4.0695 -3.1982 0.0106
C 3.3283 -2.1744 0.5858
C 2.5727 1.7254 -0.0532
C 3.7933 1.7032 -0.7330
C 4.4610 2.8900 -0.9990
C 3.9264 4.0983 -0.5819
C 2.7260 4.1233 0.1165
C 2.0523 2.9456 0.3845
H -1.5463 0.3409 2.7039
H -0.7536 1.5704 1.9749
H -0.4895 0.2527 4.8233
H 1.5930 -0.1160 6.0854
H 3.7687 -0.1996 4.9008
H 3.8368 -0.0314 2.4500
H 2.4626 -0.5092 -2.2486
H 3.7828 -2.3211 -3.2477
H 4.8280 -4.0391 -1.8081
H 4.5371 -3.9416 0.6414
H 3.2258 -2.1412 1.6623
H 4.2467 0.7729 -1.0388
H 5.4094 2.8646 -1.5173
H 4.4551 5.0204 -0.7821
H 2.3248 5.0632 0.4704
H 1.1354 2.9797 0.9585
C -0.5226 0.5391 -4.3801
C -0.6548 0.9725 -2.9582
O -0.7177 0.0099 -2.1161
C -0.7192 2.3521 -2.5912
C -0.7204 3.3175 -3.6380
C -0.8658 4.6521 -3.3832
C -1.0315 5.0752 -2.0587
C -1.0300 4.1804 -1.0100
C -0.8513 2.8137 -1.2413
O -0.8204 2.0232 -0.1727
H -0.4632 -0.5435 -4.4279
H 0.3679 0.9797 -4.8304
H -1.3788 0.8795 -4.9644
H -0.6172 2.9876 -4.6608
H -0.8642 5.3708 -4.1894
H -1.1624 6.1293 -1.8490
H -1.1556 4.5207 0.0085
N -3.8121 1.4974 -1.3555
C -3.9697 0.6204 -0.3683
N -2.9841 0.0450 0.3233
C -3.5289 -0.8334 1.2980
C -2.8401 -1.5731 2.2574
C -3.5512 -2.3781 3.1365
C -4.9399 -2.4611 3.0800
C -5.6406 -1.7229 2.1413
C -4.9201 -0.9205 1.2695
S -5.5724 0.1328 0.0524
H -2.9305 1.9368 -1.5628
H -4.6246 1.8956 -1.8001
H -1.7608 -1.5606 2.3474
H -3.0138 -2.9483 3.8820
H -5.4759 -3.0921 3.7740
H -6.7203 -1.7638 2.0990
C -2.7538 -3.3667 -0.5475
P -1.1109 -2.6531 -0.3282
C -0.1824 -3.0764 -1.8176
C -0.3209 -3.5253 1.0503
H -2.5659 -4.4023 -0.8430
H -3.3091 -2.8659 -1.3394
H -3.3253 -3.3361 0.3753
H -0.0803 -4.1620 -1.8747
H 0.8085 -2.6301 -1.8035
H -0.7226 -2.7249 -2.6952
H 0.0093 -4.5076 0.7076
H -1.0354 -3.6674 1.8608
H 0.5436 -2.9828 1.4266
```

Summary:
Charge: +3
Orbital gap (eV): 7.7
Maximum force (Eh/bohr): 0.01251

From a Löwdin analysis of the wavefunction, the atomic charges in e read:
1. Sn 1.123
2. N 0.013
3. C -0.285
4. C 0.004
5. C -0.011
6. C -0.020
7. C -0.060
8. C -0.301
9. P 1.075
10. C -0.374
11. C -0.141
12. C -0.047
13. C -0.026
14. C -0.033
15. C -0.076
16. C -0.327
17. C -0.062
18. C -0.035
19. C -0.029
20. C -0.042
21. C -0.092
22. H 0.097
23. H 0.114
24. H 0.131
25. H 0.131
26. H 0.130
27. H 0.127
28. H 0.114
29. H 0.125
30. H 0.127
31. H 0.125
32. H 0.100
33. H 0.102
34. H 0.125
35. H 0.126
36. H 0.121
37. H 0.098
38. C 0.030
39. C -0.299
40. O -0.159
41. C -0.106
42. C 0.010
43. C -0.029
44. C 0.000
45. C 0.009
46. C -0.333
47. O -0.244
48. H 0.095
49. H 0.117
50. H 0.118
51. H 0.121
52. H 0.127
53. H 0.132
54. H 0.133
55. N 0.172
56. C -0.629
57. N -0.039
58. C -0.340
59. C -0.118
60. C -0.045
61. C -0.031
62. C -0.036
63. C -0.450
64. S 1.209
65. H 0.082
66. H 0.132
67. H 0.069
68. H 0.124
69. H 0.129
70. H 0.132
71. C -0.182
72. P 0.825
73. C -0.211
74. C -0.202
75. H 0.083
76. H 0.074
77. H 0.048
78. H 0.080
79. H 0.026
80. H 0.060
81. H 0.078
82. H 0.052
83. H 0.040



[3]
Here is C36H39AuO7S as an isolated structure from the Open Molecules 2025 dataset. Energies are from the ωB97M-V functional and the def2-TZVPD basis.

```
84
C36H39AuO7S | the Open Molecules 2025 dataset | the ωB97M-V functional and the def2-TZVPD basis
Au -1.2849 1.0917 -1.1065
C 1.7584 -4.3866 -1.5042
C 1.7495 -3.3076 -0.4320
C 2.6483 -3.6563 0.7326
O 2.1446 -2.0590 -1.0306
C 1.0362 -1.1678 -1.0840
C -0.1324 -2.1360 -0.7983
O 0.4442 -3.0892 0.0712
C -1.5713 -1.7047 -0.4186
O -1.9287 -0.7158 -1.3618
C -1.9062 -1.2773 1.0081
C -1.2697 -1.7859 2.1349
C -1.6815 -1.4102 3.4075
C -2.7320 -0.5223 3.5775
C -3.3861 -0.0268 2.4571
C -2.9840 -0.4117 1.1874
C -2.4630 -2.9220 -0.7495
C -3.1918 -2.9577 -1.9336
C -3.9587 -4.0701 -2.2548
C -3.9996 -5.1635 -1.4040
C -3.2683 -5.1348 -0.2250
C -2.5095 -4.0213 0.1017
C 1.2665 0.1062 -0.2138
O 0.0134 0.5640 0.2570
C 2.1264 -0.1870 1.0142
C 3.4942 -0.4220 0.8738
C 4.2908 -0.6481 1.9827
C 3.7342 -0.6485 3.2568
C 2.3795 -0.4011 3.4054
C 1.5831 -0.1599 2.2901
C 1.9214 1.2574 -1.0175
C 2.6669 2.2211 -0.3356
C 3.1613 3.3441 -0.9786
C 2.9098 3.5432 -2.3300
C 2.1564 2.6076 -3.0176
C 1.6721 1.4768 -2.3704
H 2.7679 -4.4957 -1.9001
H 1.0963 -4.1284 -2.3294
H 1.4378 -5.3362 -1.0761
H 3.6871 -3.6867 0.4047
H 2.3731 -4.6370 1.1215
H 2.5437 -2.9136 1.5208
H 0.9133 -0.8504 -2.1166
H -0.3003 -2.6081 -1.7755
H -0.4338 -2.4600 2.0233
H -1.1651 -1.8121 4.2710
H -3.0492 -0.2310 4.5708
H -4.2278 0.6457 2.5724
H -3.5228 -0.0525 0.3186
H -3.1605 -2.1087 -2.6013
H -4.5250 -4.0779 -3.1776
H -4.5967 -6.0309 -1.6550
H -3.2909 -5.9809 0.4501
H -1.9514 -4.0152 1.0278
H 3.9360 -0.4248 -0.1135
H 5.3503 -0.8300 1.8527
H 4.3561 -0.8317 4.1239
H 1.9328 -0.3855 4.3922
H 0.5319 0.0508 2.4108
H 2.8725 2.0911 0.7191
H 3.7487 4.0637 -0.4206
H 3.3002 4.4158 -2.8391
H 1.9320 2.7475 -4.0673
H 1.0614 0.8070 -2.9575
C 0.1678 5.9345 -0.6554
C -1.2929 5.5626 -0.8415
S -1.7483 3.9367 -0.2278
O -0.6724 3.0481 -0.8962
C -1.2896 4.0319 1.5288
C 0.1048 3.5086 1.8342
H 0.3795 6.8378 -1.2274
H 0.8188 5.1391 -1.0174
H 0.4013 6.1385 0.3886
H -1.5616 5.5055 -1.8976
H -1.9821 6.2601 -0.3600
H -2.0447 3.4321 2.0386
H -1.4389 5.0749 1.8170
H 0.1981 2.4697 1.5196
H 0.2659 3.5639 2.9115
H 0.8819 4.0800 1.3331
O -1.3158 1.3420 -4.0102
C -2.4005 1.6783 -3.5867
O -2.7657 1.7147 -2.3346
H -3.2125 1.9979 -4.2583
```

Summary:
Charge: 0
Orbital gap (eV): 8.2
Maximum force (Eh/bohr): 0.00296

From a Löwdin analysis of the wavefunction, the atomic charges in e read:
1. Au 1.396
2. C 0.021
3. C -0.561
4. C 0.026
5. O -0.011
6. C -0.141
7. C -0.157
8. O -0.010
9. C -0.376
10. O -0.266
11. C -0.153
12. C -0.048
13. C -0.079
14. C -0.095
15. C -0.083
16. C -0.041
17. C -0.127
18. C -0.015
19. C -0.080
20. C -0.098
21. C -0.077
22. C -0.017
23. C -0.359
24. O -0.274
25. C -0.158
26. C -0.052
27. C -0.079
28. C -0.094
29. C -0.073
30. C -0.024
31. C -0.134
32. C -0.038
33. C -0.085
34. C -0.100
35. C -0.068
36. C -0.047
37. H 0.093
38. H 0.087
39. H 0.093
40. H 0.098
41. H 0.094
42. H 0.076
43. H 0.136
44. H 0.155
45. H 0.112
46. H 0.105
47. H 0.097
48. H 0.099
49. H 0.112
50. H 0.114
51. H 0.100
52. H 0.098
53. H 0.101
54. H 0.110
55. H 0.130
56. H 0.104
57. H 0.098
58. H 0.101
59. H 0.097
60. H 0.119
61. H 0.104
62. H 0.101
63. H 0.108
64. H 0.091
65. C -0.111
66. C -0.374
67. S 1.013
68. O -0.600
69. C -0.356
70. C -0.109
71. H 0.085
72. H 0.059
73. H 0.074
74. H 0.094
75. H 0.094
76. H 0.082
77. H 0.090
78. H 0.051
79. H 0.090
80. H 0.063
81. O -0.002
82. C -0.508
83. O -0.224
84. H 0.131